Version one
Density functional theory data (ωB97M-V with the def2-TZVPD basis set) for a structure of composition C5H7BeO3.

Computed properties:
**Total charge**: +1
**Orbital gap (spin up / spin down)**: 0.1919 / 0.1919 hartree

Last column: Mulliken charge in e.
Atoms and positions in Å:
1 O -0.499 -1.315 -0.200  -0.29
2 C -1.229 -1.050 0.863  0.96
3 O -0.720 -0.800 1.995  0.19
4 Be -1.961 -0.662 2.080  -0.03
5 O -2.485 -1.022 0.720  -0.22
6 C 0.892 -1.263 -0.121  0.06
7 H 1.285 -1.314 0.894  0.38
8 H 2.652 -1.829 -1.120  0.34
9 C 1.601 -1.567 -1.245  -0.73
10 H 1.092 -1.835 -2.173  0.31
11 C 1.472 1.071 -0.364  -0.60
12 C 1.981 0.760 -1.599  -0.53
13 H 0.471 1.501 -0.258  0.28
14 H 1.370 0.906 -2.494  0.29
15 H 2.141 1.164 0.496  0.28
16 H 3.057 0.629 -1.742  0.30

---

Version two
Density functional theory data (ωB97M-V with the def2-TZVPD basis set) for a structure of composition C5H7BeO3.

Computed properties:
**Total charge**: +1
**Orbital gap**: 0.2018 hartree

Last column: Mulliken charge in e.
Atoms and positions in Å:
1 O -0.978 0.052 1.077  -0.29
2 C -0.876 1.354 0.902  0.98
3 O 0.202 1.986 1.103  0.18
4 Be -0.656 2.795 0.663  -0.02
5 O -1.900 1.972 0.496  -0.22
6 C 0.139 -0.695 1.436  0.05
7 H 0.980 -0.106 1.801  0.38
8 H 0.787 -2.567 2.121  0.34
9 C -0.011 -2.028 1.610  -0.73
10 H -0.979 -2.510 1.468  0.31
11 C 1.344 -1.097 -0.729  -0.59
12 C 0.947 -2.395 -0.636  -0.54
13 H 0.784 -0.375 -1.331  0.28
14 H 0.037 -2.734 -1.139  0.29
15 H 2.341 -0.797 -0.394  0.27
16 H 1.620 -3.162 -0.244  0.31

---

It turns out version two is the most stable, with the second structure 0.651 eV higher.

---

Version one
Density functional theory data (ωB97M-V with the def2-TZVPD basis set) for a cluster of 13 separate species, C32H93N3O13 in total.

Computed properties:
**Total charge**: 0
**Orbital gap**: 0.3493 hartree

Last column: Mulliken charge in e.
Atoms and positions in Å:
1 C 1.783 3.301 -3.973  -1.14
2 C 2.760 2.480 -3.122  0.11
3 O 2.295 1.140 -3.106  0.24
4 H 0.845 3.438 -3.429  0.08
5 H 1.555 2.850 -4.934  0.28
6 H 2.248 4.283 -4.116  0.46
7 H 2.905 2.859 -2.105  -0.01
8 H 3.740 2.510 -3.605  0.32
9 H 1.521 1.007 -2.517  0.10
10 C -3.560 1.768 -5.069  -1.05
11 C -2.300 1.152 -5.624  0.30
12 O -2.558 -0.197 -6.038  -0.58
13 H -4.416 1.519 -5.696  0.43
14 H -3.470 2.855 -5.081  0.24
15 H -3.748 1.497 -4.031  0.15
16 H -1.520 1.175 -4.852  -0.20
17 H -1.951 1.655 -6.531  0.40
18 H -1.760 -0.501 -6.502  0.33
19 C 0.221 3.246 5.210  -1.36
20 C 1.082 2.357 4.331  1.85
21 O 1.986 1.705 5.214  -0.61
22 H 0.823 3.920 5.823  0.40
23 H -0.450 2.694 5.863  0.26
24 H -0.352 3.915 4.559  0.33
25 H 1.555 2.926 3.527  -0.43
26 H 0.419 1.613 3.873  -0.66
27 H 2.367 0.924 4.798  0.33
28 C 4.003 -3.576 2.441  -0.88
29 C 4.162 -2.251 1.677  0.15
30 O 3.268 -1.250 2.117  -0.45
31 H 2.943 -3.819 2.509  -0.12
32 H 4.421 -3.443 3.441  0.33
33 H 4.569 -4.387 1.980  0.42
34 H 3.964 -2.468 0.620  -0.17
35 H 5.153 -1.834 1.857  0.44
36 H 2.370 -1.421 1.750  -0.09
37 C -3.547 0.988 1.123  -0.73
38 C -3.149 2.340 1.651  0.44
39 O -4.317 3.145 1.845  -0.68
40 H -4.344 0.517 1.695  0.51
41 H -2.693 0.308 1.235  -0.21
42 H -3.758 0.929 0.055  0.14
43 H -2.404 2.866 1.037  0.22
44 H -2.593 2.248 2.598  -0.17
45 H -3.987 4.048 1.932  0.34
46 C 0.332 -1.438 -4.556  0.04
47 C 0.964 -1.372 -5.927  -0.50
48 O -0.062 -1.223 -6.915  -0.52
49 H -0.458 -2.192 -4.532  0.49
50 H 0.000 -0.480 -4.167  -0.46
51 H 1.057 -1.821 -3.829  -0.04
52 H 1.555 -2.265 -6.150  0.39
53 H 1.629 -0.502 -5.985  0.26
54 H 0.355 -1.315 -7.777  0.27
55 C 2.179 -4.165 -1.636  -0.59
56 C 1.304 -4.938 -0.663  -0.18
57 O -0.020 -4.406 -0.574  -0.65
58 H 3.017 -4.758 -2.010  0.53
59 H 2.563 -3.237 -1.204  -0.13
60 H 1.679 -3.882 -2.569  0.17
61 H 1.744 -4.947 0.330  -0.09
62 H 1.220 -5.937 -1.105  0.54
63 H -0.520 -4.634 -1.361  0.31
64 C 2.750 3.183 0.906  -0.65
65 C 3.953 2.266 0.866  0.50
66 O 5.046 2.941 1.490  -0.61
67 H 1.945 2.730 0.319  0.06
68 H 2.980 4.136 0.430  0.40
69 H 2.403 3.302 1.930  -0.05
70 H 4.299 1.904 -0.112  0.07
71 H 3.679 1.307 1.330  0.00
72 H 5.848 2.443 1.309  0.34
73 C 5.009 -1.060 -2.197  -0.44
74 C 5.129 -0.477 -3.614  -0.46
75 O 3.957 -0.723 -4.355  -0.56
76 H 4.169 -0.563 -1.709  -0.11
77 H 5.935 -0.991 -1.626  0.47
78 H 4.748 -2.115 -2.309  0.18
79 H 5.965 -0.946 -4.136  0.39
80 H 5.350 0.594 -3.536  0.18
81 H 3.238 -0.195 -3.958  0.20
82 C -2.205 0.301 4.809  -0.45
83 C -3.008 -0.335 5.929  -0.70
84 O -2.816 -1.742 5.912  -0.52
85 H -2.423 -0.192 3.856  0.08
86 H -1.147 0.086 4.995  0.11
87 H -2.313 1.361 4.593  0.46
88 H -4.074 -0.154 5.731  0.32
89 H -2.784 0.115 6.900  0.36
90 H -3.309 -2.130 6.639  0.28
91 C 0.785 -2.896 4.579  -0.87
92 C -0.197 -3.758 3.822  0.84
93 C -0.587 -5.023 4.599  -1.09
94 O 0.478 -5.876 4.954  -0.36
95 C 0.992 -6.634 3.873  -0.42
96 N -1.406 -2.958 3.555  -0.28
97 H 0.339 -2.331 5.400  0.33
98 H 1.376 -2.268 3.912  0.06
99 H 1.529 -3.503 5.108  0.44
100 H 0.200 -4.045 2.843  -0.01
101 H -1.373 -5.630 4.122  0.48
102 H -1.081 -4.720 5.530  0.24
103 H 1.247 -5.952 3.059  0.04
104 H 0.258 -7.371 3.525  0.31
105 H 1.838 -7.203 4.248  0.24
106 H -2.156 -3.580 3.266  0.26
107 H -1.681 -2.517 4.429  0.03
108 C 0.217 0.258 1.715  -0.57
109 C 0.058 -0.863 0.685  1.04
110 C 0.704 -0.511 -0.649  -1.36
111 O 0.391 0.717 -1.253  -0.05
112 C -0.925 0.826 -1.793  -0.07
113 N 0.722 -2.071 1.151  0.07
114 H -0.242 1.183 1.350  0.36
115 H 1.289 0.457 1.790  0.23
116 H -0.290 0.053 2.658  -0.39
117 H -1.022 -1.005 0.535  0.64
118 H 0.463 -1.348 -1.321  0.60
119 H 1.790 -0.532 -0.521  -0.28
120 H -1.622 0.892 -0.952  -0.33
121 H -1.149 -0.078 -2.363  0.48
122 H -0.979 1.737 -2.382  -0.19
123 H 0.456 -2.853 0.546  0.03
124 H 0.292 -2.363 2.031  -0.35
125 C -6.262 3.791 -2.924  -1.51
126 C -5.363 3.560 -1.730  1.19
127 C -4.094 4.399 -1.784  -0.80
128 O -3.376 4.071 -2.942  -0.10
129 C -2.110 4.693 -3.002  -0.78
130 N -6.115 3.781 -0.500  -0.78
131 H -5.831 3.485 -3.877  0.26
132 H -6.605 4.827 -2.984  0.32
133 H -7.162 3.174 -2.832  0.46
134 H -5.025 2.512 -1.803  -0.12
135 H -3.482 4.295 -0.876  0.24
136 H -4.403 5.456 -1.732  0.29
137 H -2.216 5.776 -2.884  0.36
138 H -1.698 4.381 -3.961  0.25
139 H -1.417 4.358 -2.216  0.21
140 H -6.907 3.148 -0.523  0.31
141 H -5.591 3.492 0.326  0.35

---

Version two
Density functional theory data (ωB97M-V with the def2-TZVPD basis set) for a structure of composition C32H93N3O13.

Computed properties:
**Total charge**: 0
**Orbital gap**: 0.3145 hartree

Last column: Mulliken charge in e.
Atoms and positions in Å:
1 C -1.081 0.704 -0.497  0.21
2 C 0.368 1.197 -0.322  1.06
3 C 1.236 0.445 0.654  -0.21
4 O 1.204 -0.943 0.348  0.42
5 C 1.792 -1.683 1.388  0.53
6 N 1.066 1.322 -1.614  0.41
7 H -1.508 0.931 0.481  -0.25
8 H -1.193 -0.345 -0.744  -0.58
9 H -1.579 1.260 -1.292  0.16
10 H 0.306 2.217 0.082  -1.27
11 H 0.788 0.527 1.658  0.31
12 H 2.244 0.861 0.756  -0.47
13 H 2.736 -1.314 1.800  -0.27
14 H 1.815 -2.752 1.200  -0.35
15 H 1.108 -1.622 2.254  0.08
16 H 1.836 0.672 -1.673  -0.14
17 H 0.508 1.303 -2.451  0.07
18 C -2.149 -4.430 -2.458  -1.84
19 C -1.828 -3.330 -1.456  0.80
20 C -1.993 -3.692 0.010  -0.39
21 O -1.142 -4.782 0.296  -0.48
22 C -1.252 -5.304 1.603  -0.68
23 N -0.544 -2.684 -1.761  0.36
24 H -3.217 -4.647 -2.429  0.41
25 H -1.586 -5.349 -2.293  0.29
26 H -1.869 -4.054 -3.443  0.38
27 H -2.611 -2.581 -1.637  -0.16
28 H -3.058 -3.898 0.212  0.71
29 H -1.878 -2.797 0.640  0.14
30 H -0.762 -4.642 2.331  0.02
31 H -0.658 -6.219 1.612  0.30
32 H -2.260 -5.507 1.969  0.39
33 H -0.307 -1.976 -1.067  -0.37
34 H 0.215 -3.333 -1.533  0.34
35 C -3.291 1.337 -3.833  -0.82
36 C -3.642 1.640 -5.292  0.25
37 C -4.778 2.638 -5.300  -0.83
38 O -5.993 2.071 -4.859  -0.31
39 C -7.147 2.656 -5.418  -0.78
40 N -2.449 2.117 -5.970  -0.46
41 H -2.969 2.233 -3.297  0.25
42 H -2.452 0.639 -3.782  0.19
43 H -4.161 0.924 -3.321  0.23
44 H -3.998 0.717 -5.765  0.17
45 H -4.992 3.079 -6.285  0.43
46 H -4.466 3.503 -4.694  0.34
47 H -7.229 3.677 -5.029  0.31
48 H -8.007 2.083 -5.080  0.24
49 H -7.119 2.642 -6.512  0.32
50 H -2.490 2.655 -6.825  0.22
51 H -1.935 1.283 -6.235  0.24
52 C -4.828 -0.267 -0.394  -0.53
53 C -4.632 1.043 0.349  -0.37
54 O -3.845 0.697 1.533  -0.42
55 H -3.923 -0.721 -0.796  -0.24
56 H -5.500 -0.116 -1.246  0.36
57 H -5.309 -1.019 0.235  0.39
58 H -5.574 1.558 0.523  0.47
59 H -3.890 1.692 -0.120  0.12
60 H -4.496 0.607 2.243  0.21
61 C 3.045 3.810 -0.075  -0.54
62 C 1.727 4.092 0.621  0.20
63 O 1.480 5.460 0.917  -0.64
64 H 3.867 4.095 0.588  0.41
65 H 3.191 4.249 -1.061  0.56
66 H 3.210 2.737 -0.209  -0.56
67 H 1.669 3.573 1.584  -0.24
68 H 0.890 3.676 0.046  0.65
69 H 0.981 5.843 0.191  0.42
70 C 2.139 -1.204 -4.297  -0.42
71 C 1.210 -2.223 -4.958  -0.39
72 O -0.146 -2.013 -4.641  -0.54
73 H 3.147 -1.358 -4.687  0.44
74 H 2.214 -1.392 -3.219  -0.02
75 H 1.790 -0.182 -4.425  -0.05
76 H 1.579 -3.249 -4.873  0.28
77 H 1.309 -1.980 -6.023  0.33
78 H -0.229 -2.061 -3.668  0.27
79 C 2.619 -5.455 1.685  -0.69
80 C 2.181 -5.766 0.253  -0.46
81 O 1.546 -4.615 -0.281  -0.47
82 H 1.730 -5.225 2.279  0.08
83 H 3.156 -4.507 1.721  0.11
84 H 3.213 -6.274 2.089  0.51
85 H 1.601 -6.694 0.249  0.27
86 H 3.054 -5.943 -0.374  0.39
87 H 0.642 -4.512 0.080  0.23
88 C 2.744 -3.386 4.740  -0.78
89 C 2.716 -1.889 5.092  0.18
90 O 1.601 -1.627 5.950  -0.62
91 H 1.821 -3.756 4.295  0.01
92 H 2.951 -3.968 5.638  0.36
93 H 3.562 -3.538 4.027  0.31
94 H 2.488 -1.321 4.178  -0.19
95 H 3.668 -1.534 5.480  0.42
96 H 0.836 -1.851 5.403  0.31
97 C 0.238 3.108 -4.212  -1.00
98 C 1.611 3.495 -3.711  0.64
99 O 1.593 4.904 -3.392  -0.54
100 H -0.240 3.779 -4.928  0.41
101 H -0.441 3.064 -3.359  0.11
102 H 0.220 2.167 -4.771  0.15
103 H 2.421 3.278 -4.410  0.43
104 H 1.796 2.978 -2.767  -0.48
105 H 2.128 5.367 -4.039  0.31
106 C 2.789 3.271 2.949  -0.55
107 C 3.806 4.385 2.636  -1.03
108 O 4.600 3.974 1.554  -0.48
109 H 2.143 3.011 2.106  -0.20
110 H 2.069 3.677 3.661  0.28
111 H 3.328 2.387 3.287  0.51
112 H 4.388 4.522 3.554  0.50
113 H 3.216 5.277 2.388  0.48
114 H 5.352 4.548 1.389  0.32
115 C -2.338 -1.647 6.059  -1.10
116 C -2.040 -2.178 4.660  -0.47
117 O -0.805 -1.775 4.081  0.07
118 H -2.780 -2.454 6.643  0.36
119 H -3.092 -0.865 6.004  0.26
120 H -1.386 -1.344 6.493  0.20
121 H -2.853 -1.948 3.954  0.32
122 H -2.077 -3.271 4.613  0.41
123 H -0.913 -0.830 3.880  0.00
124 C -0.301 2.319 4.654  -1.25
125 C -1.347 2.296 3.585  0.00
126 O -1.672 0.940 3.282  -0.37
127 H 0.617 1.816 4.351  0.13
128 H -0.759 1.813 5.511  0.37
129 H -0.031 3.312 5.014  0.43
130 H -0.953 2.791 2.686  0.17
131 H -2.266 2.783 3.929  0.38
132 H -2.363 0.959 2.601  0.15
133 C 4.901 0.850 0.031  -0.13
134 C 5.102 0.403 1.482  0.01
135 O 5.857 1.378 2.184  -0.67
136 H 4.308 1.767 -0.027  -0.22
137 H 4.298 0.121 -0.525  0.23
138 H 5.853 0.997 -0.469  0.39
139 H 5.717 -0.499 1.376  0.43
140 H 4.203 -0.008 1.951  -0.25
141 H 5.265 2.139 2.295  0.26

---

It turns out version one is the most stable, with the second structure 5.875 eV higher.

---

Version one
Density functional theory data (ωB97M-V with the def2-TZVPD basis set) for the molecule C5H3N3.

Computed properties:
**Total charge**: 0
**Orbital gap**: 0.2805 hartree
**Structure (SMILES)**: C1=CC2=NC=NC2=N1

Last column: Mulliken charge in e.
Atoms and positions in Å:
1 C 0.810 -0.810 1.441  -0.27
2 C -0.090 -1.402 0.662  -0.64
3 C -0.436 -0.375 -0.319  0.84
4 C -0.673 1.287 -1.597  -0.04
5 C 0.413 0.808 0.144  0.45
6 H 1.294 -1.263 2.290  0.44
7 H -0.482 -2.399 0.765  0.40
8 H -1.079 1.867 -2.421  0.42
9 N -1.124 -0.094 -1.304  -0.57
10 N 0.193 1.840 -0.789  -0.48
11 N 1.174 0.540 1.127  -0.54

---

Version two
Density functional theory data (ωB97M-V with the def2-TZVPD basis set) for the molecule C5H3N3.

Computed properties:
**Total charge**: 0
**Orbital gap**: 0.3350 hartree
**Structure (SMILES)**: [H]/N=C1/C=CC(C#N)=N1

Last column: Mulliken charge in e.
Atoms and positions in Å:
1 C -1.129 -0.512 0.008  0.63
2 C -0.930 1.026 -0.159  -0.34
3 C 0.401 1.293 0.026  -0.40
4 C 0.922 -0.194 0.054  0.57
5 C 2.375 -0.542 0.045  0.14
6 H -2.092 -2.241 -0.029  0.31
7 H -1.816 1.849 0.181  0.26
8 H 0.915 2.241 0.026  0.40
9 N -2.242 -1.170 -0.156  -0.62
10 N 0.043 -1.060 0.181  -0.53
11 N 3.554 -0.690 -0.177  -0.41

---

Version three
Density functional theory data (ωB97M-V with the def2-TZVPD basis set) for the molecule C5H3N3.

Computed properties:
**Total charge**: 0
**Orbital gap**: 0.3140 hartree
**Structure (SMILES)**: [H]/N=C1/N=CC=C1C#N

Last column: Mulliken charge in e.
Atoms and positions in Å:
1 C 0.050 -0.435 -0.878  0.45
2 C -1.371 1.240 -0.981  -0.23
3 C -0.685 1.390 0.348  -0.38
4 C 0.220 0.362 0.417  0.51
5 C 0.821 -0.354 1.567  0.04
6 H 0.951 -1.817 -0.164  0.31
7 H -1.829 2.196 -1.208  0.34
8 H -0.929 2.080 1.135  0.43
9 N 0.297 -1.716 -0.929  -0.58
10 N -0.804 0.342 -1.802  -0.46
11 N 1.591 -0.866 2.360  -0.43

---

Version four
Density functional theory data (ωB97M-V with the def2-TZVPD basis set) for the molecule C5H3N3.

Computed properties:
**Total charge**: 0
**Orbital gap**: 0.3012 hartree
**Structure (SMILES)**: C1=CC2=NC=NC2=N1

Last column: Mulliken charge in e.
Atoms and positions in Å:
1 C 0.759 -0.719 -1.614  -0.10
2 C -0.562 -0.789 -1.298  -0.64
3 C -0.684 0.079 0.033  0.71
4 C -0.529 0.778 2.007  -0.08
5 C 0.678 0.635 0.190  0.46
6 H 1.564 -1.306 -2.275  0.32
7 H -1.127 -1.290 -1.992  0.43
8 H -0.899 1.220 2.871  0.43
9 N -1.426 0.013 1.090  -0.56
10 N 0.647 1.075 1.632  -0.44
11 N 1.579 0.306 -0.644  -0.53

---

It turns out version one is the most stable, with the second structure 0.501 eV higher.